This record from OMol25 describes the ion C10H17N4 with charge +1 in a non-equilibrium geometry. The level of theory is ωB97M-V/def2-TZVPD.

Output
E_tot: -16596.2383 eV
SMILES: CN1CC2=NC=CN3CC[C@]1([NH3+])[C@@]23C
LUMO energy: -0.11916 Ha
Energy above the lowest of the compared OMol25 structures with the same formula, charge and spin: 1.996 eV
Orbital gap: 7.87 eV
HOMO level: -11.1 eV
Total charge: +1

```
31
C10H17N4 (ωB97M-V/def2-TZVPD)
C 1.5697 -1.3811 -2.1240
N 0.4213 -0.5881 -1.5243
C -0.8626 -1.1755 -1.5806
C -1.7021 -0.8164 -0.3837
N -2.4149 -1.3810 0.4687
C -2.5222 -0.9981 1.7893
C -1.5219 -0.2497 2.3405
N -0.5226 0.3280 1.6498
C 0.9675 0.3464 2.0106
C 1.5823 -0.3827 0.7690
C 0.6524 0.1513 -0.3832
N 1.3799 1.4325 -1.0631
C -0.6277 0.5995 0.2239
C -1.3645 1.9284 0.0135
H 1.9891 -2.1726 -1.4558
H 0.9929 -1.8492 -2.8547
H 2.3797 -0.8328 -2.5164
H -0.7397 -2.2706 -1.7543
H -1.4275 -0.8713 -2.4411
H -3.4006 -1.2589 2.3312
H -1.4363 -0.0435 3.3706
H 1.0946 -0.1003 2.9737
H 1.2291 1.3954 2.2281
H 2.6956 -0.1444 0.7339
H 1.4871 -1.3899 1.0223
H 2.1963 0.9770 -1.5859
H 1.7656 2.2006 -0.3920
H 0.7037 1.8040 -1.7724
H -0.7199 2.6415 0.4459
H -2.2305 1.8761 0.5002
H -1.6139 2.2256 -1.0397
```

=====

This record from OMol25 describes a cluster of 2 separate species, C2HCl2NO in total in a non-equilibrium geometry. The level of theory is ωB97M-V/def2-TZVPD.

Output
E_tot: -30667.1302 eV
LUMO energy (spin up / spin down): -0.11488 / -0.11500 Ha
Energy above the lowest of the compared OMol25 structures with the same formula, charge and spin: 4.866 eV
Orbital gap (spin up / spin down): 6.19 / 6.19 eV
HOMO level (spin up / spin down): -9.3 / -9.3 eV

```
7
C2HCl2NO (ωB97M-V/def2-TZVPD)
C -0.7263 -0.1684 -0.9683
C 0.3180 -0.8026 -0.2281
N -1.5425 0.3806 -1.5190
O 0.2463 1.1992 1.4817
Cl 0.0507 -1.8706 0.9742
Cl 1.8690 -0.6220 -0.9011
H -0.2152 1.8837 1.1605
```

=====

This record from OMol25 describes a cluster of 2 separate species, C4H5NO in total in a non-equilibrium geometry. The level of theory is ωB97M-V/def2-TZVPD.

Output
E_tot: -7759.7373 eV
LUMO energy: 0.00477 Ha
Energy above the lowest of the compared OMol25 structures with the same formula, charge and spin: 6.789 eV
Orbital gap: 8.65 eV
HOMO level: -8.5 eV

```
11
C4H5NO (ωB97M-V/def2-TZVPD)
O -0.7389 1.3146 -0.8911
C -0.5778 0.1259 -0.2979
C -0.0646 -1.1214 -0.6397
C 0.4882 -0.4608 0.5863
C 1.7241 0.3060 0.5582
N 2.7163 0.9033 0.5530
H -0.7900 2.0125 -0.2184
H -1.8852 0.0167 0.4104
H -1.5231 -0.7521 -0.0836
H 0.3483 -1.5374 -1.5432
H 0.2627 -0.8513 1.5838
```

=====

This record from OMol25 describes a structure of composition C30H90FeN2O36 in a non-equilibrium geometry. The level of theory is ωB97M-V/def2-TZVPD.

Output
Multiplicity: 5
E_tot: -143631.4829 eV
LUMO energy (spin up / spin down): -0.02137 / -0.02142 Ha
Orbital gap (spin up / spin down): 7.06 / 7.06 eV
HOMO level (spin up / spin down): -7.6 / -7.6 eV

```
159
C30H90FeN2O36 (ωB97M-V/def2-TZVPD)
Fe -0.6879 -3.1004 -1.4432
N -0.2699 -3.1631 1.5949
O 0.9466 -3.2755 1.6753
O -0.9532 -2.8018 2.5485
O -0.8658 -3.3428 0.5514
N 0.0191 -0.1144 -0.5253
O -0.6659 0.9198 -0.4653
O -0.2505 -1.0340 -1.2984
O 1.0580 -0.1721 0.1449
C 3.7655 -0.9079 -2.3681
C 5.0909 -1.6802 -2.1096
O 6.0922 -1.0020 -2.9164
O 3.1989 -1.3562 -3.6187
H 3.9755 0.1605 -2.4178
H 3.0321 -1.0989 -1.5846
H 5.0306 -2.7281 -2.4036
H 5.2723 -1.6903 -1.0348
H 5.7956 -1.0419 -3.8286
H 2.4647 -0.7570 -3.7721
C -3.3912 -3.9627 -2.1447
C -2.7288 -5.2732 -1.5126
O -1.3413 -5.1911 -1.6462
O -2.8643 -2.7268 -1.6482
H -4.4791 -4.0168 -2.1027
H -3.1150 -3.9594 -3.1991
H -3.1253 -6.1713 -1.9861
H -3.0473 -5.3170 -0.4711
H -1.0910 -6.1178 -1.6573
H -3.5886 -2.0968 -1.6368
C 0.1835 3.5970 2.2574
C -0.3987 4.4850 3.3541
O -0.6978 3.8656 4.6029
O -0.7304 2.5733 1.8319
H 1.0611 3.0636 2.6226
H 0.3730 4.2242 1.3862
H -1.3326 4.8229 2.9048
H 0.1085 5.4284 3.5560
H 0.1289 3.5224 4.9499
H -0.4841 2.2845 0.9502
C 0.5619 -3.2731 -4.0311
C 1.4475 -4.0466 -3.0416
O 1.2585 -3.7315 -1.6802
O -0.7599 -3.0008 -3.4895
H 0.5344 -3.8148 -4.9766
H 1.0792 -2.3234 -4.1669
H 2.5095 -3.9291 -3.2575
H 1.3823 -5.1259 -3.1798
H 2.0793 -3.8895 -1.2081
H -1.1987 -2.6684 -4.2760
C 4.2087 4.1600 3.3441
C 3.1701 3.7484 4.3835
O 2.8537 2.3773 4.2622
O 5.5114 3.5182 3.5111
H 4.4825 5.2148 3.3677
H 3.8935 3.8624 2.3440
H 2.2599 4.3083 4.1690
H 3.6011 4.0069 5.3507
H 3.0752 2.0229 3.3980
H 5.5590 2.6005 3.2332
C -4.3646 -3.5484 3.5399
C -4.1626 -2.7732 2.2156
O -3.5108 -1.5680 2.5610
O -3.0874 -3.6560 4.1800
H -4.7928 -4.5179 3.2850
H -5.0881 -3.0376 4.1753
H -5.1150 -2.4805 1.7735
H -3.7408 -3.3802 1.4146
H -3.6584 -0.9380 1.8518
H -3.0811 -4.3521 4.8411
C 4.2832 -4.0775 1.0346
C 3.6884 -5.2736 1.8262
O 2.9195 -4.8264 2.9569
O 3.2475 -3.4122 0.3081
H 5.0397 -4.4677 0.3538
H 4.7894 -3.3312 1.6470
H 4.4580 -5.9522 2.1941
H 3.0889 -5.9670 1.2365
H 2.0774 -4.4459 2.6967
H 2.5396 -3.0729 0.8607
C 0.3271 -0.6136 5.0700
C 0.1567 -0.0857 3.6522
O -1.2553 -0.0068 3.3680
O -0.2842 -1.8407 5.1884
H -0.2095 0.0202 5.7760
H 1.3575 -0.6963 5.4160
H 0.6951 -0.7902 3.0182
H 0.7065 0.8480 3.5341
H -1.3942 0.7359 2.7758
H 0.0209 -2.2039 6.0231
C -4.3046 1.1772 0.4071
C -5.0641 0.1845 -0.5346
O -4.1408 -0.2225 -1.6062
O -3.1351 0.5887 0.9418
H -4.9132 1.3739 1.2897
H -4.0108 2.1570 0.0304
H -6.0003 0.5276 -0.9747
H -5.2496 -0.6952 0.0817
H -3.9489 0.4754 -2.2369
H -2.4114 0.9259 0.4088
C -2.1985 4.0923 -1.4890
C -2.1503 3.3653 -2.8599
O -3.0385 2.2760 -2.8896
O -3.3703 4.9814 -1.4318
H -1.2710 4.6357 -1.3085
H -2.1352 3.4742 -0.5934
H -1.1275 2.9938 -2.9231
H -2.2075 4.0595 -3.6982
H -3.8450 2.7077 -2.5984
H -3.5830 5.1197 -0.5059
C 2.2517 2.8728 -0.9556
C 3.4181 3.7998 -0.8736
O 3.0084 5.0235 -0.2628
O 1.2774 3.2563 -1.8953
H 1.7768 2.6433 -0.0017
H 2.5892 1.8974 -1.3060
H 3.9740 4.0890 -1.7655
H 4.0957 3.2309 -0.2370
H 2.4106 5.4243 -0.8981
H 0.7406 2.5122 -2.1773
C 1.5320 2.4487 -5.2117
C 1.3096 0.9426 -5.1372
O 1.0220 0.4667 -3.8032
O 0.3710 3.2315 -4.9821
H 1.8825 2.7770 -6.1902
H 2.2801 2.6655 -4.4491
H 2.3049 0.6031 -5.4239
H 0.6131 0.6485 -5.9224
H 0.0656 0.5300 -3.7491
H -0.2436 3.1108 -5.7096
C -3.9263 2.9808 3.4915
C -5.2958 2.3264 3.6697
O -5.3450 0.8967 3.7871
O -2.9421 2.6036 4.4387
H -4.1236 4.0478 3.5943
H -3.4842 2.8719 2.5012
H -5.9596 2.5595 2.8371
H -5.6741 2.5855 4.6586
H -6.2562 0.6317 3.9323
H -2.1462 3.1367 4.3752
C -2.6587 -0.2842 -4.8462
C -2.0660 -0.9482 -6.1134
O -1.7176 -2.3050 -6.0373
O -1.7549 -0.0271 -3.7455
H -3.3810 -1.0205 -4.4938
H -3.1744 0.6292 -5.1428
H -1.2669 -0.3111 -6.4925
H -2.9200 -0.9575 -6.7906
H -2.0860 -2.7120 -6.8248
H -2.0396 0.8131 -3.3786
C 5.2606 0.1448 2.6122
C 4.0289 -0.3750 1.8605
O 2.9573 0.5660 1.8691
O 5.7180 1.3472 2.0398
H 5.9893 -0.6658 2.6120
H 4.8763 0.3385 3.6136
H 3.6840 -1.3346 2.2455
H 4.3070 -0.6081 0.8327
H 2.2562 0.3377 1.2544
H 5.9193 1.2083 1.1115
```

=====

This record from OMol25 describes the molecule CHCl3 in a non-equilibrium geometry. The level of theory is ωB97M-V/def2-TZVPD.

Output
E_tot: -38620.1335 eV
SMILES: ClC(Cl)Cl
LUMO energy: 0.01074 Ha
Energy above the lowest of the compared OMol25 structures with the same formula, charge and spin: 0.222 eV
Orbital gap: 11.57 eV
HOMO level: -11.3 eV

```
5
CHCl3 (ωB97M-V/def2-TZVPD)
Cl 0.2862 -1.1341 1.3761
C -0.0696 0.0080 0.0419
Cl 0.3557 -0.6622 -1.5782
Cl 0.5857 1.7241 0.1060
H -1.1581 0.0642 0.0542
```